Density functional theory data (ωB97M-V with the def2-TZVPD basis set) for C4H13NOS2 as an isolated structure.

Each line ends with the Löwdin charge.
CARTESIAN COORDINATES (ANGSTROEM)
S (2.43051, -2.25612, -0.84881)  0.199
S (-3.06065, -0.33870, 1.37767)  0.679
C (-1.98750, -0.94441, 0.03303)  -0.556
C (-0.48951, -1.01678, 0.27046)  -0.354
N (0.15392, 0.24554, 0.56158)  -0.044
C (1.58544, 0.15924, 0.63367)  -0.332
C (2.28242, 1.42006, 0.19367)  -0.074
H (-2.64912, -1.22507, 2.30004)  -0.149
H (-2.27320, -0.44235, -0.87806)  0.039
H (-2.27921, -1.99696, 0.02254)  0.061
H (-0.09842, -1.48174, -0.63718)  0.050
H (-0.28846, -1.83134, 0.98635)  0.113
H (-0.19694, 0.58353, 1.45208)  0.114
H (2.03422, -0.25631, 1.54700)  0.128
H (2.01866, -0.67036, -0.02294)  -0.149
H (1.89968, 1.83603, -0.73830)  0.080
H (3.33804, 1.17193, 0.06104)  0.080
H (2.17205, 2.24966, 0.89476)  0.082
H (-1.18223, 1.09723, -2.86286)  0.047
H (-1.89782, 2.26320, -2.32848)  0.043
O (-1.51188, 1.43373, -2.01724)  -0.058

Output
energy relative to the best compared isomer or geometry (same formula, charge and spin) = 104.7 kcal/mol
total charge = 0
HOMO energy = -8.91 eV
Kohn-Sham gap = 6.26 eV
2S+1 = 1
lowest unoccupied orbital energy = -0.098 hartree
max |F| = 0.0300 Eh/bohr